ORCA calculation (the ωB97M-V functional and the def2-TZVPD basis) on a 8-piece molecular cluster, C72H152N8O8 overall at a distorted geometry.

XYZ file:
```
240
Properties=species:S:1:pos:R:3:forces:R:3
C 1.030 -1.367 -7.390 -1.55 0.65 0.01
C -0.574 -1.045 -7.533 1.93 -1.68 0.29
C -0.748 -0.066 -8.701 -0.32 0.84 0.70
C -1.216 -2.418 -7.884 -0.67 -0.39 -0.63
C -2.747 -2.443 -7.809 1.81 0.12 -1.10
C -3.191 -1.979 -6.491 -1.52 1.21 0.89
C -2.555 -0.624 -5.984 -1.51 0.87 -1.13
C -3.161 0.605 -6.738 -0.77 0.04 0.04
C -2.933 -0.467 -4.484 1.51 -1.53 -0.55
N -1.110 -0.682 -6.208 -0.45 -2.28 0.00
O -0.509 0.423 -5.682 0.80 1.79 0.24
H 1.347 -2.115 -8.117 -0.30 -0.01 -0.18
H 1.617 -0.470 -7.587 -0.03 0.09 0.21
H 1.278 -1.764 -6.406 -0.19 0.11 0.11
H 0.051 -0.183 -9.433 -0.53 -0.56 -0.40
H -1.785 -0.095 -9.036 0.33 -0.40 -0.82
H -0.652 0.989 -8.444 0.23 0.04 0.72
H -0.986 -2.748 -8.897 0.51 0.48 -0.26
H -0.876 -3.267 -7.292 0.46 0.39 0.61
H -3.133 -1.784 -8.587 -0.18 0.00 -0.13
H -3.077 -3.456 -8.038 -0.21 0.02 0.05
H -3.199 -2.780 -5.751 0.64 0.12 0.30
H -4.253 -1.813 -6.674 -0.38 0.45 0.65
H -2.657 1.560 -6.588 0.78 -0.34 0.01
H -4.141 0.872 -6.343 -0.36 -0.50 0.05
H -3.294 0.452 -7.809 0.09 -0.05 0.02
H -2.617 0.448 -3.983 -0.24 0.08 -0.30
H -2.325 -1.291 -4.109 0.09 -0.02 0.92
H -3.958 -0.768 -4.272 -0.09 0.46 -0.27
H -0.176 0.139 -4.827 0.19 -0.04 0.13
C -4.803 4.368 1.153 -0.86 0.91 -1.35
C -6.070 4.346 0.226 -2.17 -0.95 0.88
C -5.733 3.412 -0.945 1.31 1.55 -0.93
C -7.362 3.629 0.844 0.71 0.33 1.53
C -8.228 4.496 1.706 -0.16 2.02 0.66
C -8.511 5.870 1.078 -0.66 -0.65 -0.68
C -7.250 6.679 0.577 -2.29 -1.50 2.27
C -7.841 7.885 -0.221 1.51 0.14 0.22
C -6.503 7.174 1.883 -0.38 0.64 -0.93
N -6.561 5.662 -0.220 -0.88 -0.14 -0.17
O -5.692 6.287 -1.084 1.20 0.47 -1.02
H -4.024 4.709 0.471 0.49 -0.72 -0.15
H -4.753 5.203 1.852 -0.61 -0.59 0.65
H -4.675 3.353 1.529 0.47 0.34 0.31
H -5.208 2.529 -0.581 -0.63 -0.31 -0.04
H -6.504 3.271 -1.703 -0.49 -0.51 0.65
H -4.978 3.908 -1.555 0.44 0.15 0.05
H -8.076 3.121 0.195 0.78 0.09 -0.91
H -7.069 2.907 1.607 0.64 -0.70 -0.54
H -9.172 3.987 1.899 -0.08 0.02 0.05
H -7.770 4.665 2.680 0.14 -0.12 0.21
H -9.268 6.426 1.631 0.61 0.47 0.70
H -9.130 5.623 0.215 0.29 0.10 -0.72
H -8.517 8.465 0.407 0.14 -0.18 0.30
H -8.385 7.748 -1.156 0.15 -0.83 0.02
H -6.983 8.516 -0.452 -0.11 0.35 -0.15
H -7.052 7.987 2.358 -0.56 -0.15 0.00
H -5.561 7.686 1.686 0.40 -0.56 -0.24
H -6.410 6.378 2.621 0.22 0.06 -0.20
H -6.226 6.278 -1.881 0.44 0.24 -0.45
C -1.352 4.603 2.282 0.15 0.20 -0.98
C 0.225 4.646 2.496 -1.85 -0.63 -0.58
C 0.909 5.131 1.183 0.61 0.46 0.77
C 0.465 5.625 3.685 2.57 -1.06 -0.22
C 1.857 5.367 4.380 -0.11 -1.33 -0.05
C 1.970 3.820 4.755 -1.00 2.55 0.74
C 1.771 2.895 3.576 1.60 -0.70 1.04
C 3.086 3.044 2.745 -1.13 -0.88 -0.87
C 1.579 1.451 4.213 -0.52 0.02 -1.49
N 0.540 3.230 2.859 0.39 1.18 1.35
O 0.287 2.319 1.804 0.25 0.37 0.22
H -1.945 4.287 3.140 0.42 0.28 0.39
H -1.758 5.525 1.865 0.27 0.66 0.63
H -1.729 3.963 1.485 0.75 -0.70 -0.17
H 1.865 5.631 1.337 0.35 -0.19 0.68
H 1.177 4.324 0.502 -0.71 0.02 -0.20
H 0.362 5.971 0.754 -0.54 -0.51 -0.44
H 0.565 6.624 3.262 -0.81 0.13 0.16
H -0.281 5.498 4.470 -0.23 0.29 -0.30
H 2.754 5.658 3.833 -0.30 -0.07 -0.85
H 1.980 6.035 5.232 -0.47 -0.35 0.50
H 1.196 3.681 5.510 -0.25 -0.32 0.10
H 2.911 3.617 5.266 0.10 -0.11 -0.25
H 3.331 4.079 2.506 -0.23 -0.03 0.02
H 2.816 2.514 1.831 0.51 0.07 -0.45
H 3.988 2.578 3.141 -0.27 -0.15 0.39
H 1.573 0.649 3.474 0.45 0.11 -0.55
H 0.543 1.368 4.541 0.00 0.35 0.67
H 2.273 1.093 4.974 0.07 0.70 0.13
H -0.352 1.765 2.258 -0.19 -0.57 -0.43
C 6.844 2.017 -1.673 -0.92 0.22 -0.69
C 5.352 1.826 -1.226 0.02 -0.80 -1.82
C 5.490 1.378 0.217 -0.17 0.00 -0.19
C 4.482 3.128 -1.245 2.26 -0.51 -1.14
C 4.055 3.500 -2.663 -1.45 -0.83 -0.35
C 3.247 2.320 -3.289 0.17 0.59 0.23
C 3.993 1.004 -3.375 2.12 -0.70 -0.98
C 3.017 -0.129 -3.639 -0.58 -0.71 0.47
C 4.990 1.046 -4.602 -0.21 0.58 0.73
N 4.641 0.748 -2.081 -0.34 0.92 2.08
O 5.303 -0.511 -1.984 0.20 0.68 -0.64
H 7.291 1.023 -1.651 0.33 0.17 0.50
H 7.043 2.364 -2.687 -0.55 0.14 -0.19
H 7.290 2.771 -1.025 0.36 -0.40 0.20
H 5.938 0.389 0.304 -0.48 -0.20 -0.03
H 6.237 2.024 0.678 -0.32 0.29 0.27
H 4.512 1.505 0.682 0.21 -0.51 0.47
H 3.687 3.073 -0.502 -0.18 0.01 -0.30
H 5.233 3.861 -0.949 -0.32 0.43 0.53
H 3.423 4.388 -2.632 -0.27 -0.01 0.09
H 4.829 3.796 -3.371 0.60 -0.29 0.42
H 2.951 2.541 -4.315 -0.21 0.25 0.05
H 2.342 2.129 -2.713 -0.15 0.21 0.16
H 3.468 -1.105 -3.814 0.53 0.09 0.24
H 2.354 -0.040 -4.500 0.00 0.73 -0.11
H 2.410 -0.220 -2.738 -0.26 -0.11 -0.09
H 5.810 1.745 -4.435 -0.07 0.18 0.11
H 4.407 1.432 -5.437 0.17 -0.28 -0.31
H 5.473 0.099 -4.845 -0.38 -0.17 0.11
H 4.742 -1.022 -1.396 -0.19 -0.17 0.15
C 3.613 -8.154 -5.093 -0.63 -0.09 0.58
C 3.161 -7.118 -4.030 -1.54 -0.07 0.74
C 3.453 -7.708 -2.626 1.72 -0.04 -0.02
C 3.970 -5.875 -4.346 0.01 0.87 0.77
C 3.622 -4.485 -3.725 -1.31 -0.51 -1.74
C 2.103 -4.150 -4.101 2.85 -2.08 1.86
C 1.260 -5.415 -3.695 -1.93 1.02 0.64
C 0.988 -5.481 -2.102 0.42 0.02 -1.90
C -0.088 -5.065 -4.386 -1.05 -1.45 0.52
N 1.730 -6.720 -4.173 1.39 0.60 -2.00
O 0.783 -7.777 -4.318 0.84 1.16 0.56
H 3.301 -7.894 -6.105 -0.32 0.07 0.15
H 4.700 -8.226 -5.130 0.05 0.03 0.31
H 3.206 -9.121 -4.796 0.03 -0.13 -0.38
H 3.191 -8.754 -2.473 -0.73 0.12 -0.10
H 4.538 -7.768 -2.546 0.47 -0.14 -0.27
H 3.286 -7.108 -1.731 -0.89 0.11 -0.33
H 4.993 -6.146 -4.085 0.25 0.21 -0.41
H 3.817 -5.770 -5.420 0.51 0.23 -0.14
H 3.797 -4.376 -2.655 0.02 -0.12 -0.07
H 4.232 -3.784 -4.296 0.31 0.23 0.45
H 2.034 -3.894 -5.158 -0.21 -0.20 0.05
H 1.876 -3.295 -3.464 -0.70 -0.05 -0.24
H 1.900 -5.671 -1.537 0.02 0.82 -0.04
H 0.390 -6.360 -1.859 -0.46 0.04 -0.25
H 0.431 -4.571 -1.876 0.21 -0.03 0.64
H -0.099 -5.280 -5.455 0.34 -0.11 0.02
H -0.530 -4.076 -4.270 0.82 0.42 0.33
H -0.842 -5.703 -3.926 -0.29 -0.29 -0.27
H 0.613 -8.032 -3.408 -0.33 -0.45 0.37
C 5.025 -5.581 0.017 -1.29 0.18 0.22
C 4.269 -5.133 1.320 -0.34 -0.15 -0.51
C 2.801 -5.665 1.294 0.08 -0.40 -0.81
C 4.910 -5.845 2.563 1.14 1.70 -0.12
C 6.220 -5.118 3.034 -0.98 1.65 0.61
C 5.957 -3.590 3.327 -1.80 -1.80 -1.37
C 5.300 -2.871 2.059 0.82 -0.03 2.15
C 4.698 -1.647 2.750 0.31 1.06 -1.35
C 6.448 -2.511 1.096 -1.99 -0.07 -0.19
N 4.159 -3.632 1.529 0.71 -1.34 0.74
O 3.644 -2.947 0.379 0.53 -0.70 0.14
H 4.577 -5.067 -0.833 0.42 0.48 -0.02
H 6.112 -5.501 0.029 -0.13 0.25 0.11
H 4.758 -6.612 -0.213 0.26 -0.26 0.42
H 2.089 -5.299 0.555 0.49 0.78 -0.34
H 2.851 -6.712 0.992 0.01 -0.36 0.50
H 2.252 -5.560 2.230 0.47 -0.06 0.27
H 4.115 -5.875 3.308 0.43 0.04 0.45
H 5.253 -6.860 2.364 -0.60 -0.12 -0.48
H 6.586 -5.512 3.982 0.11 -0.50 -0.21
H 6.998 -5.178 2.273 0.04 -0.32 0.01
H 6.797 -3.057 3.773 0.20 0.06 -0.61
H 5.166 -3.531 4.076 0.01 -0.29 0.29
H 3.952 -1.903 3.502 0.34 -0.07 0.12
H 4.222 -0.962 2.048 -0.22 -0.05 -0.28
H 5.549 -1.066 3.107 -0.18 0.08 0.70
H 6.924 -3.429 0.751 0.55 0.31 0.23
H 7.043 -1.755 1.607 0.50 -0.35 -0.35
H 5.951 -2.074 0.230 0.40 0.26 -0.23
H 2.728 -2.807 0.629 -0.16 0.17 -0.01
C -3.540 -0.233 5.556 1.38 -0.02 -0.54
C -3.659 1.218 6.032 -0.46 -0.53 0.35
C -3.502 2.093 4.768 -0.42 1.17 1.11
C -5.126 1.438 6.530 0.02 0.50 0.63
C -5.402 1.075 8.002 1.42 -0.77 0.36
C -4.327 1.690 8.934 -0.93 0.81 -1.04
C -2.883 1.384 8.498 -0.21 2.12 -0.04
C -2.010 2.414 9.271 0.51 -0.60 0.56
C -2.659 -0.012 8.884 1.26 -1.46 1.83
N -2.641 1.691 7.072 -2.26 0.02 -1.25
O -1.357 1.249 6.668 -0.05 -0.12 0.21
H -4.135 -0.337 4.648 -0.66 -0.30 0.41
H -2.549 -0.352 5.119 0.40 -0.06 0.27
H -3.638 -1.050 6.271 -0.48 0.21 0.03
H -3.845 3.052 5.155 0.45 0.54 -0.36
H -2.491 2.204 4.375 0.03 -0.26 0.09
H -4.201 1.897 3.955 0.08 -0.60 0.06
H -5.414 2.483 6.415 0.21 0.27 -0.06
H -5.771 0.901 5.834 -0.07 -0.19 0.12
H -6.405 1.244 8.392 -0.07 0.50 -0.43
H -5.269 0.004 8.154 -0.15 -0.33 -0.32
H -4.487 1.331 9.951 0.21 -0.14 -0.02
H -4.440 2.772 9.007 -0.18 0.19 -0.27
H -0.945 2.278 9.085 0.02 -0.13 -0.17
H -2.135 2.313 10.349 -0.11 -0.35 0.16
H -2.234 3.467 9.094 -0.34 -0.19 -0.60
H -1.608 -0.301 8.900 0.04 -0.36 -1.08
H -3.361 -0.727 8.456 0.50 0.00 -0.32
H -2.814 -0.079 9.961 -0.48 0.07 0.26
H -1.046 2.023 6.194 0.39 0.08 -0.01
C 1.532 -0.135 -0.116 -0.55 0.19 0.63
C 0.160 -0.827 -0.249 0.22 -2.82 -0.46
C 0.017 -1.351 -1.698 -0.34 0.53 -0.14
C 0.234 -2.165 0.631 1.29 1.15 -0.91
C -1.035 -2.915 0.824 0.15 0.11 0.95
C -2.024 -1.977 1.488 -0.81 0.74 -1.36
C -2.255 -0.579 0.692 -0.03 -1.42 1.82
C -3.294 -0.910 -0.392 0.94 1.24 -0.48
C -2.871 0.420 1.718 0.66 0.94 -1.06
N -0.947 0.000 0.228 0.06 -1.50 1.48
O -1.071 1.172 -0.507 -0.44 0.19 -0.52
H 1.631 -0.067 0.968 0.54 0.75 0.03
H 2.414 -0.648 -0.502 -0.35 -0.78 -0.03
H 1.620 0.817 -0.639 -0.46 0.31 0.37
H -0.889 -1.932 -1.875 -0.26 0.29 0.06
H 0.046 -0.473 -2.343 -0.22 -0.12 -0.37
H 0.813 -2.032 -2.000 0.36 0.24 0.25
H 0.960 -2.794 0.116 0.05 -0.13 -0.28
H 0.708 -1.965 1.592 -0.22 0.34 0.33
H -1.388 -3.432 -0.068 -0.21 0.39 -0.19
H -0.837 -3.706 1.547 0.03 -0.29 -0.02
H -1.820 -1.832 2.549 0.37 0.22 -0.08
H -2.968 -2.518 1.425 -0.40 0.39 0.32
H -2.855 -1.620 -1.092 -0.36 -0.14 -0.02
H -3.446 0.033 -0.916 -0.22 -0.05 -0.42
H -4.265 -1.230 -0.014 0.24 -0.17 0.20
H -3.071 1.358 1.200 -0.57 0.03 -0.47
H -2.139 0.829 2.414 0.18 -0.85 0.54
H -3.786 0.124 2.230 0.19 -0.36 -0.09
H -0.660 1.797 0.095 0.13 0.68 -0.06
```
Forces are in eV/Å.

Properties
- HOMO (hartree) = -0.2907
- Kohn-Sham gap (eV) = 8.45
- multiplicity = 1
- total energy (Eh) = -3873.9516
- structure (SMILES) = CC1(C)CCCC(C)(C)N1O.CC1(C)CCCC(C)(C)N1O.CC1(C)CCCC(C)(C)N1O.CC1(C)CCCC(C)(C)N1O.CC1(C)CCCC(C)(C)N1O.CC1(C)CCCC(C)(C)N1O.CC1(C)CCCC(C)(C)N1O.CC1(C)CCCC(C)(C)N1O
- ΔE to the lowest compared entry with this formula, charge and spin (eV) = 6.735